Entry 1:
A structure of composition C45H50F3N6O5RbS, computed with ωB97M-V/def2-TZVPD.

energy relative to the best compared isomer or geometry (same formula, charge and spin)	25.29	kJ/mol
charge	-2

Geometry as XYZ:
```
111
Properties=species:S:1:pos:R:3:lowdin_charge:R:1
Rb 0.6991 0.2231 -1.4512 0.85
C -1.1478 2.6942 -3.2418 -0.22
C -2.4366 2.1359 -2.6191 -0.21
N -2.1901 1.0625 -1.6739 -0.09
C -2.9023 -0.1931 -1.8526 -0.22
C -2.6294 -0.8678 -3.1990 -0.21
N -1.2182 -1.0791 -3.4663 -0.07
C -0.7078 -0.6251 -4.7449 -0.22
C -0.7898 0.8992 -4.9310 -0.21
N -0.3106 1.6612 -3.8051 -0.12
H -0.5690 3.2009 -2.4648 0.10
H -1.4480 3.4601 -3.9835 0.11
H -3.0987 1.7761 -3.4138 0.10
H -2.9657 2.9752 -2.1481 0.11
H -2.2749 1.3801 -0.7182 0.08
H -4.0011 -0.0810 -1.7615 0.11
H -2.5668 -0.8664 -1.0564 0.09
H -3.0570 -0.2701 -4.0113 0.10
H -3.1829 -1.8156 -3.2014 0.11
H -0.9242 -2.0270 -3.2731 0.09
H -1.2345 -1.0804 -5.6071 0.11
H 0.3343 -0.9401 -4.8008 0.09
H -1.8309 1.1844 -5.1139 0.10
H -0.2507 1.1389 -5.8592 0.11
H 0.6744 1.8749 -3.8130 0.09
O -1.2719 -1.9798 0.6146 -0.20
C -0.5201 -3.0729 0.4053 -0.55
C 0.9955 -2.6763 0.2288 -0.08
C 1.4520 -1.8262 1.3772 -0.25
C 1.9834 -2.4052 2.5306 -0.01
C 2.3017 -1.5829 3.5964 -0.06
C 2.0934 -0.2146 3.4967 -0.02
C 1.5721 0.2898 2.3121 -0.26
C 1.3696 1.7569 2.0439 -0.03
C 0.1687 2.5458 2.6458 -0.40
O 0.3920 3.8933 2.2723 -0.07
C -1.2322 2.1241 2.1819 -0.12
C -2.2104 3.1169 2.0893 -0.02
C -3.5184 2.8024 1.7562 -0.10
C -3.8839 1.4832 1.5090 -0.11
C -2.9194 0.4920 1.5802 -0.09
C -1.6028 0.8113 1.9084 -0.03
C 0.2568 2.4825 4.1685 -0.13
C -0.3558 1.4663 4.8968 -0.02
C -0.1886 1.3799 6.2719 -0.09
C 0.5891 2.3125 6.9436 -0.12
C 1.1956 3.3343 6.2254 -0.10
C 1.0307 3.4183 4.8498 -0.02
N 1.2765 -0.5101 1.2842 0.09
C -0.5892 -4.0798 1.5825 -0.14
C -0.0097 -5.3466 1.5330 -0.04
C -0.0488 -6.1923 2.6322 -0.11
C -0.6741 -5.7823 3.8051 -0.13
C -1.2615 -4.5257 3.8588 -0.10
C -1.2204 -3.6840 2.7533 -0.02
C -1.0002 -3.8152 -0.8672 -0.13
C -0.1848 -4.2247 -1.9168 -0.05
C -0.7298 -4.8083 -3.0605 -0.09
C -2.0955 -5.0121 -3.1608 -0.12
C -2.9203 -4.6155 -2.1095 -0.11
C -2.3772 -4.0172 -0.9871 -0.03
H 1.6614 -3.5373 0.1287 0.12
H 1.0114 -2.1327 -0.7145 0.03
H 2.1216 -3.4773 2.5835 0.11
H 2.7138 -2.0032 4.5071 0.10
H 2.3342 0.4522 4.3153 0.11
H 2.2406 2.3156 2.3982 0.14
H 1.3383 1.8937 0.9634 0.07
H -1.9250 4.1436 2.2720 0.11
H -4.2564 3.5936 1.6823 0.09
H -4.9055 1.2410 1.2380 0.09
H -3.1203 -0.5473 1.3486 0.10
H -0.9085 -0.0163 1.8937 0.09
H -0.9642 0.7320 4.3850 0.11
H -0.6674 0.5757 6.8181 0.10
H 0.7191 2.2449 8.0174 0.09
H 1.8019 4.0718 6.7388 0.09
H 1.4957 4.2105 4.2789 0.11
H 0.4748 -5.6742 0.6185 0.11
H 0.4076 -7.1747 2.5763 0.09
H -0.7041 -6.4399 4.6667 0.08
H -1.7508 -4.1974 4.7696 0.09
H -1.6626 -2.6939 2.7525 0.11
H 0.8822 -4.0472 -1.8928 0.10
H -0.0736 -5.0799 -3.8791 0.10
H -2.5194 -5.4588 -4.0529 0.09
H -3.9936 -4.7570 -2.1806 0.09
H -3.0070 -3.6565 -0.1823 0.12
C 1.1098 6.4282 0.0142 -0.06
C 1.7325 5.1716 -0.5150 -0.41
C 2.9676 4.9991 -1.1395 -0.05
C 3.0093 3.6267 -1.4189 -0.41
N 1.8836 3.0418 -1.0071 -0.05
N 1.0922 3.9983 -0.4331 -0.04
C 4.1053 2.8246 -2.0527 -0.05
H 1.8664 7.2023 0.1607 0.06
H 0.6191 6.2476 0.9733 0.06
H 0.3549 6.8255 -0.6711 0.06
H 3.7185 5.7466 -1.3521 0.08
H 0.5518 3.9056 1.2890 0.05
H 4.7202 3.4497 -2.7047 0.06
H 3.6975 2.0029 -2.6418 0.04
H 4.7644 2.3836 -1.2992 0.07
F 5.2447 -0.7280 -4.6249 0.11
C 4.2226 -1.5963 -4.6642 -0.66
F 4.7440 -2.8326 -4.5801 0.11
F 3.6519 -1.4876 -5.8765 0.11
S 3.0089 -1.2828 -3.3108 0.40
O 3.7993 -1.4203 -2.1118 -0.30
O 2.0091 -2.3103 -3.5239 -0.32
O 2.5492 0.0642 -3.6010 -0.41
```


Entry 2:
A structure of composition C45H51BF2InN9S at a distorted geometry, computed with ωB97M-V/def2-TZVPD.

energy relative to the best compared isomer or geometry (same formula, charge and spin)	38.58	kJ/mol
charge	-2

Geometry as XYZ:
```
110
Properties=species:S:1:pos:R:3:lowdin_charge:R:1
In 13.5967 13.2101 11.4153 0.79
B 17.1843 11.0994 11.3840 -0.46
N 16.3243 11.0869 12.6868 -0.05
C 16.8012 10.5304 13.8097 -0.14
C 15.8783 10.7236 14.8232 -0.11
C 14.7995 11.3806 14.2390 -0.19
N 15.0273 11.5686 12.9264 0.04
N 16.8393 12.1905 10.3265 -0.02
C 17.6572 12.3769 9.2853 -0.12
C 17.1295 13.3702 8.4542 -0.09
C 15.9438 13.7859 9.0498 -0.17
N 15.7130 13.0852 10.1811 0.04
H 18.3509 11.3416 11.7238 0.06
H 17.1788 9.9548 10.8910 0.07
H 17.7628 10.0426 13.8733 0.11
H 15.9924 10.3714 15.8407 0.07
H 13.8538 11.7057 14.6763 0.06
H 18.5466 11.7926 9.1432 0.11
H 17.5347 13.6878 7.5068 0.07
H 15.2237 14.5373 8.7640 0.09
C 9.5470 15.5368 13.8884 -0.09
C 10.2001 16.2464 14.8887 -0.09
C 11.5891 16.1710 14.9924 -0.02
C 12.2982 15.4860 13.9755 -0.22
N 11.6458 14.8934 12.9408 0.11
C 10.3073 14.8923 12.9371 -0.14
C 13.7540 15.4311 13.9712 -0.21
C 14.4343 16.2870 14.8425 -0.07
C 15.8078 16.2689 14.9676 -0.12
C 16.5322 15.4414 14.1378 -0.10
C 15.8775 14.6418 13.1925 -0.13
C 14.4843 14.5861 13.1066 -0.13
H 8.4576 15.5031 13.8142 0.10
H 9.6341 16.8725 15.5634 0.09
H 12.1000 16.6553 15.8156 0.09
H 9.8392 14.4013 12.0536 0.12
H 13.8814 17.0296 15.4020 0.08
H 16.3121 16.8831 15.7032 0.09
H 17.6347 15.3828 14.1808 0.10
H 16.4849 14.0360 12.5082 0.09
F 8.5743 11.6419 9.2388 0.01
C 9.5283 12.6285 9.2941 -0.27
C 10.6895 12.4333 10.0122 -0.08
C 11.6648 13.4478 10.0488 -0.13
C 11.4014 14.6304 9.3204 -0.14
C 10.1705 14.7308 8.5982 -0.21
F 9.8323 15.8337 7.8502 0.00
C 9.2176 13.7539 8.5660 0.02
C 12.4001 15.6945 9.3183 -0.21
C 12.3137 16.9221 8.6259 0.00
C 13.2942 17.8846 8.8049 -0.10
C 14.3769 17.6551 9.6146 -0.08
C 14.3741 16.4528 10.3006 -0.13
N 13.4441 15.4920 10.1364 0.06
H 10.8429 11.5069 10.5760 0.07
H 8.2731 13.8399 8.0218 0.12
H 11.4574 17.0819 7.9631 0.10
H 13.1872 18.7738 8.2302 0.09
H 15.1625 18.3929 9.7509 0.10
H 15.1741 16.2154 10.9909 0.10
C 13.6174 8.5756 11.7500 -0.11
C 13.4823 8.7378 10.2927 -0.25
C 13.4434 7.6242 9.4710 -0.15
C 13.3058 7.7264 8.0858 -0.22
C 13.1448 8.9828 7.5012 -0.15
C 13.2574 10.1720 8.2270 -0.24
C 13.1557 11.4756 7.5460 -0.12
C 13.3102 10.1406 9.7464 -0.41
N 13.3491 11.0931 10.5510 -0.04
H 13.4218 7.5319 11.9773 0.05
H 12.9425 9.2599 12.2782 0.02
H 14.6570 8.8587 12.0665 0.07
H 13.5174 6.6296 9.9231 0.07
H 13.3773 6.8509 7.4734 0.03
H 12.9972 9.0687 6.4328 0.07
H 13.8642 11.4750 6.6702 0.07
H 13.4917 12.2915 8.2130 0.04
H 12.1617 11.6783 7.1562 0.06
C 11.9306 6.8740 18.6151 -0.13
C 11.0083 8.0765 18.4325 -0.28
C 11.3478 8.9105 17.1717 -0.20
C 10.4729 10.1595 17.1351 -0.21
N 10.7158 10.9334 15.9147 -0.02
C 10.4907 10.5705 14.6477 -0.83
S 11.2593 11.3983 13.3853 0.73
N 9.6909 9.5005 14.4598 0.01
C 9.3005 9.0223 13.1305 -0.20
C 7.8217 9.2161 12.8764 -0.21
C 7.3882 10.6704 12.6121 -0.24
C 7.3744 11.5646 13.8535 -0.11
H 11.7162 6.2926 19.5198 0.06
H 12.9615 7.2246 18.6840 0.07
H 11.8713 6.2346 17.7265 0.07
H 11.1196 8.7143 19.3226 0.10
H 9.9549 7.7333 18.3993 0.11
H 11.2779 8.3439 16.2439 0.11
H 12.4015 9.2710 17.2236 0.13
H 10.6973 10.8322 17.9936 0.13
H 9.3935 9.9276 17.2045 0.11
H 11.3274 11.7528 15.9678 0.12
H 9.1618 9.1708 15.2543 0.12
H 9.5670 7.9762 13.0660 0.11
H 9.8862 9.5378 12.3695 0.08
H 7.2567 8.7765 13.7002 0.10
H 7.6162 8.6168 11.9936 0.11
H 6.3785 10.6190 12.1964 0.10
H 8.0383 11.0874 11.8381 0.10
H 7.2668 10.9525 14.7700 0.07
H 6.5131 12.2257 13.8293 0.06
H 8.2967 12.1349 13.9191 0.04
```


no.,E (a.u.)
1,-3171.546013
2,-3050.998380